{"formula": "C34H53F18N2O14", "method": "wB97M-V/def2-TZVPD", "energy_ha": -4287.5915, "de_lowest_kcal_mol": 131.6, "max_force_ev_per_a": 3.631, "e_homo_ev": -1.5317, "charge": -1, "symbols": ["F", "H", "C", "C", "F", "O", "H", "F", "C", "C", "H", "O", "N", "C", "F", "H", "H", "O", "H", "O", "O", "H", "C", "C", "H", "H", "H", "C", "O", "O", "C", "H", "F", "N", "C", "C", "H", "C", "C", "H", "F", "H", "F", "H", "C", "O", "F", "H", "H", "H", "C", "C", "H", "O", "H", "F", "F", "H", "F", "H", "O", "H", "C", "C", "C", "H", "H", "H", "C", "H", "H", "O", "C", "C", "C", "H", "H", "H", "F", "C", "C", "H", "F", "H", "H", "H", "H", "H", "H", "H", "H", "F", "F", "O", "H", "F", "H", "F", "H", "C", "C", "H", "C", "H", "H", "H", "C", "H", "O", "H", "F", "O", "H", "H", "C", "H", "H", "C", "C", "C", "C"], "coordinates": [[8.883234, 4.473907, -1.497769], [-7.782322, -2.349559, -9.630206], [5.279108, -1.255920, 0.976143], [-3.460707, -7.698370, -0.755017], [-3.384110, -4.328391, -8.550192], [6.244115, 4.659996, -0.822416], [-2.199263, -9.404296, -0.266814], [-4.589795, -2.561211, -1.630696], [1.747129, 0.217244, 0.608031], [-2.198405, 5.608175, 3.331038], [6.044631, 5.906233, 1.520351], [-3.111015, 4.599902, 3.511992], [-0.786366, -4.306830, 1.373216], [6.338343, -2.552330, 4.472213], [4.908762, 8.430225, 6.363908], [-7.728158, -1.676311, -6.622202], [2.079004, -2.558627, 1.190306], [-3.303123, -2.884711, -4.259746], [-1.593486, -1.799473, -4.791403], [6.413495, 2.493109, -0.085245], [-2.354088, -9.171673, -2.341706], [3.307093, -1.008063, 2.106032], [3.888954, -0.433685, 1.253288], [-1.828969, 2.746280, 4.424818], [-0.921429, 3.340350, 4.579359], [5.870665, 4.188655, 1.853103], [-2.066974, 3.234545, 2.316569], [0.948440, -2.298067, 1.331668], [1.601027, 9.806353, 6.325839], [3.223132, 9.929856, 4.706879], [0.684890, 10.472678, 5.442695], [0.905271, 9.112248, 3.765727], [0.537175, -8.116838, -4.175885], [-2.104235, -0.384524, 3.830643], [0.492321, -0.811206, 0.825167], [-0.503255, -0.051502, 1.889458], [-0.334483, 8.640883, 4.919803], [5.366017, 5.054614, 1.410525], [-3.945618, -3.092579, -8.684440], [-2.409226, 2.808769, 5.350685], [-0.262737, -10.146190, -4.171637], [-0.359327, -4.395102, 2.322508], [-1.505047, -8.485020, -4.844368], [-1.535000, 1.706834, 4.259473], [-2.339497, -2.466293, -5.239334], [-1.595300, -3.300930, -2.784072], [8.870473, 2.295474, -1.411964], [1.163315, 11.335124, 4.964029], [-2.719882, -0.797000, 1.775604], [0.655820, -2.452638, 2.454084], [-2.637467, 3.268949, 3.252078], [6.844643, 3.428285, -0.755577], [7.451124, -2.370767, 4.802570], [-0.453149, -8.152093, -1.557870], [-7.659592, -0.730088, -8.942452], [-3.571268, 6.992219, 4.745145], [-4.859588, -4.462195, -2.664554], [1.952939, 0.773433, 1.618352], [-1.924481, 7.974811, 3.707986], [4.378573, 3.953416, -0.186998], [-6.136887, -4.140275, -9.022232], [-1.019058, -3.348344, -6.705250], [-2.794906, -3.283654, -3.049468], [2.862922, 9.591990, 5.831994], [-1.694234, -3.666316, -5.906979], [-0.129584, 10.860796, 6.065927], [-0.880887, -5.292036, 0.992873], [-1.120887, -4.261816, -5.187894], [0.115770, -3.473833, 0.482318], [-1.513273, -2.086759, 2.622556], [6.197079, -3.637359, 4.017724], [-6.000335, -1.882095, -8.635591], [-5.466716, -3.136087, -8.793613], [8.079972, 3.381372, -1.649620], [0.119519, 9.503170, 4.421628], [5.210141, -1.937960, 0.013200], [-7.918592, -3.296095, -7.278783], [-3.524286, 2.639377, 3.112037], [-3.478806, -4.323170, -0.983123], [-2.837779, 6.968025, 3.594785], [-2.925549, -9.091994, -1.026288], [-9.191715, -2.090201, -7.547390], [-3.689294, 7.338028, 2.595291], [4.518445, 5.690815, -0.456503], [5.680295, -2.513110, 5.441902], [-4.167373, -7.398811, -1.535223], [-3.752466, -9.811538, -0.996519], [-3.964119, -7.659086, 0.214126], [6.177550, -0.489114, 0.815047], [4.136366, 0.658124, 1.598753], [-2.884804, -1.881776, -5.989934], [-3.513825, -2.363238, -7.615076], [4.104507, 9.780747, 7.876327], [2.973281, -0.385267, 0.065332], [-0.634851, 9.992024, 3.800216], [3.130072, 7.868051, 7.492323], [4.824308, -0.962956, 3.857445], [7.754594, 3.332081, -2.973503], [4.455252, 5.250353, 1.981838], [-3.919773, -3.657551, -2.089037], [-0.582902, -8.846999, -3.905996], [-1.388655, -0.831697, 4.476409], [-8.110801, -2.236568, -7.480997], [-0.491929, -3.042378, -0.419737], [1.363865, 1.056550, -0.149350], [6.577745, -0.553571, 3.271289], [-1.088543, -8.659991, -2.478794], [0.903023, -4.236454, 0.012278], [-1.037138, 5.423184, 2.974634], [0.163177, 0.331367, 2.784855], [-3.367363, -2.529922, -9.784443], [5.545619, -2.159468, 2.110966], [-2.655467, -6.955390, -0.755107], [-2.456855, -4.328321, -6.328871], [-7.428200, -1.786133, -8.759016], [-0.938536, 0.910837, 1.341916], [-3.078052, -0.644114, 4.101602], [5.803371, -1.426275, 3.359585], [-1.751809, -0.956097, 2.440761], [3.745389, 8.920862, 6.880035], [5.041655, 4.815981, -0.052353]], "forces_ev_per_angstrom": [[-0.9, -0.7, 0.2], [0.3, -0.1, 0.2], [-0.4, 0.5, -0.7], [0.2, 0.3, -0.2], [-1.2, 1.2, -0.3], [1.3, -1.5, -0.5], [0.1, 0.2, -0.3], [0.8, -0.7, -0.7], [-2.6, 0.3, -0.3], [1.5, -3.2, -0.7], [-0.2, 0.0, -0.1], [0.8, 2.5, -0.3], [0.4, -0.8, 0.0], [-0.3, -0.1, -0.2], [-1.4, 0.7, 0.1], [-0.1, 0.1, -0.2], [-2.0, 0.7, 0.3], [0.0, -0.5, 1.7], [-0.1, -0.3, 0.2], [1.6, 2.0, -1.8], [1.7, 0.3, -0.8], [1.3, 1.2, -1.6], [-0.1, -0.7, -0.2], [0.4, 0.4, 0.2], [-0.1, 0.0, -0.1], [-0.2, 0.1, -0.1], [0.0, 0.2, 0.2], [-1.1, 0.2, -0.7], [2.0, -0.4, 0.0], [-0.3, -1.0, 2.8], [-0.6, 0.3, -0.6], [-0.1, 0.2, 0.1], [-1.2, -0.7, 0.8], [0.4, -1.2, -0.2], [0.9, 0.2, 1.1], [0.6, -0.7, -1.3], [0.2, 0.4, 0.0], [0.4, -0.2, 0.2], [2.7, -0.2, 0.2], [-0.1, -0.1, -0.1], [-0.4, 0.9, 0.6], [-0.3, 0.1, -1.2], [0.5, -0.2, 1.1], [-0.2, 0.1, -0.1], [0.6, 0.4, -0.4], [-3.3, -0.2, -0.3], [-1.2, 1.0, 0.1], [0.1, -0.3, 0.1], [2.2, -0.6, 1.2], [0.6, 0.0, -1.5], [0.5, -1.2, 0.0], [-2.8, -0.4, 2.1], [-2.1, -0.4, -0.8], [-1.2, -1.2, -2.7], [0.4, -0.2, 0.0], [0.7, -0.3, -0.9], [0.8, 0.5, 0.0], [0.1, -0.6, -1.4], [-0.9, -1.5, -0.4], [0.3, 0.0, 0.0], [2.1, 2.2, 0.5], [-0.1, 0.0, 0.1], [3.1, 0.8, -1.5], [-1.6, 1.6, -2.5], [0.0, -0.4, 0.3], [0.4, -0.2, 0.2], [0.3, 1.7, 0.6], [0.0, 0.2, -0.1], [1.3, -0.7, -0.6], [-0.4, 2.1, -1.1], [0.5, 2.4, 0.9], [1.3, -1.5, -0.3], [-3.3, -0.5, -0.4], [2.2, -0.3, -1.4], [0.4, -0.2, 0.1], [-0.1, 1.4, 2.1], [-0.1, 0.2, -0.1], [0.0, 0.4, 0.1], [-0.1, 0.8, -1.5], [-1.0, 2.0, 0.5], [-0.4, 0.2, 0.7], [0.1, 0.0, 0.0], [0.8, -0.6, 0.6], [0.4, -0.2, -0.2], [1.2, 0.0, -1.9], [0.0, -0.1, 0.1], [0.3, 0.0, -0.4], [0.1, 0.0, -0.1], [-1.8, -1.6, 0.5], [-0.5, -2.0, -0.6], [0.2, -0.2, 1.1], [-1.2, -0.6, -1.7], [-0.5, -0.3, -1.0], [0.8, 0.7, 3.0], [0.1, 0.0, 0.2], [0.2, 1.0, -0.8], [1.9, -0.9, -1.5], [-0.2, 0.1, 1.2], [0.1, 0.0, -0.1], [-1.5, -0.6, 2.1], [1.0, 0.1, -2.5], [-1.6, 0.8, -0.8], [0.2, -0.3, 0.3], [1.2, -0.5, 2.0], [1.0, -1.6, 1.4], [-1.3, -1.6, -0.3], [-0.6, 0.6, 3.4], [-1.3, 1.7, 0.7], [-2.6, 1.2, 0.8], [-1.3, -0.5, -0.9], [-0.9, -0.4, 0.7], [0.4, 2.3, 0.4], [-0.1, -0.2, 0.1], [0.1, 0.2, 0.0], [-0.8, 0.1, 0.0], [0.8, -1.8, 1.3], [1.3, -0.1, -0.1], [-0.2, -0.7, 1.8], [-0.1, 0.7, 0.4], [1.6, -1.5, 1.6], [-0.7, 0.1, 0.5]], "lowdin_charge": [0.134, 0.125, -0.161, -0.063, 0.140, 0.006, 0.126, 0.141, -0.296, -0.329, 0.081, 0.004, -0.094, -0.108, 0.140, 0.086, 0.087, 0.010, 0.134, 0.143, 0.006, 0.123, -0.193, -0.076, 0.073, 0.076, 0.123, -0.215, 0.011, 0.141, -0.205, 0.086, 0.142, -0.099, -0.288, -0.256, 0.077, -0.065, -0.450, 0.078, 0.137, 0.042, 0.137, 0.033, -0.209, 0.145, 0.138, 0.125, 0.115, 0.074, -0.204, -0.323, 0.067, 0.150, 0.126, 0.138, 0.126, 0.076, 0.102, 0.131, 0.144, 0.088, -0.319, -0.324, -0.065, 0.126, 0.051, 0.081, -0.278, 0.085, 0.086, 0.011, -0.317, -0.470, -0.071, 0.143, 0.078, 0.127, 0.134, -0.460, -0.212, 0.082, 0.141, 0.126, 0.066, 0.082, 0.123, 0.087, 0.125, 0.122, 0.103, 0.105, 0.139, -0.218, 0.083, 0.141, 0.124, 0.141, 0.084, -0.467, -0.471, 0.076, -0.065, 0.084, 0.112, 0.121, -0.323, 0.096, 0.141, 0.080, 0.148, -0.236, 0.069, 0.067, -0.212, 0.098, 0.054, -0.256, -0.256, -0.471, -0.206]}